[1]
ORCA calculation (ωB97M-V/def2-TZVPD) on a structure of composition C4H8O2 in a non-equilibrium geometry.

Its spin multiplicity is 1. For the LUMO energy, the calculation gives 1.0 eV. The HOMO energy is -0.356 Ha. The relative energy (zero: lowest compared OMol25 entry of this formula, charge and spin) comes out at 302.22 kJ/mol. Its total charge is 0.

Positions of all 14 atoms, in Å:
1 C 0.67325 1.39054 1.05952
2 O 0.09527 0.14991 1.37174
3 C -0.49959 -0.55715 0.32870
4 C -1.06114 -0.13582 -1.05640
5 O -0.50920 -1.38097 -1.55546
6 C 0.50315 -1.31023 -0.46395
7 H 0.89207 1.52508 -0.00728
8 H -0.02888 2.15811 1.38752
9 H 1.61711 1.49790 1.60308
10 H -1.24517 -1.23371 0.75983
11 H -0.55148 0.72404 -1.51846
12 H -2.14449 -0.01376 -1.19493
13 H 1.31903 -0.64066 -0.78381
14 H 0.94007 -2.17328 0.06990

In the Mulliken picture, each atom carries the following charge in e: -0.6670 -0.4013 -0.0645 -0.2972 -0.4166 -0.3107 0.2982 0.2465 0.2515 0.3250 0.2075 0.2733 0.2467 0.3088



[2]
ORCA calculation (ωB97M-V/def2-TZVPD) on an isolated molecule of C4H8O2.

Its spin multiplicity is 1. For the LUMO energy, the calculation gives 0.9 eV. Its structure (SMILES) is C[C@@]1(O)C[C@H]1O. The HOMO energy is -0.345 Ha. The relative energy (zero: lowest compared OMol25 entry of this formula, charge and spin) comes out at 171.67 kJ/mol. Its total charge is 0.

Positions of all 14 atoms, in Å:
1 C -1.08725 0.24319 -0.96078
2 C -0.06699 0.45527 0.12869
3 O 0.24673 1.79668 0.39303
4 C 0.00956 -0.52368 1.27736
5 C 1.10651 -0.46634 0.25761
6 O 1.22767 -1.57242 -0.58650
7 H -2.09730 0.47779 -0.60198
8 H -1.07608 -0.79719 -1.29763
9 H -0.86826 0.89757 -1.81238
10 H -0.57966 2.26827 0.56162
11 H 0.22177 -0.13557 2.26905
12 H -0.64185 -1.39294 1.23755
13 H 2.04311 -0.00043 0.56795
14 H 1.56205 -1.25022 -1.43360

In the Mulliken picture, each atom carries the following charge in e: -1.4684 1.0409 -0.5605 -0.9514 -0.1696 -0.5390 0.3644 0.3689 0.3421 0.3468 0.2775 0.2710 0.3362 0.3411